[1]
Here is a molecular structure, C22H11Co2NO9S in a non-equilibrium geometry from the Open Molecules 2025 dataset. Energies are from ωB97M-V/def2-TZVPD.

ORCA input file:
```
! RIJCOSX wB97M-V def2-TZVPD def2/J DEFGRID3
* xyz 0 1
O -3.1991 2.5544 0.2278
C -2.4304 1.7477 0.4611
Co -1.2179 0.4351 0.8383
C -1.6944 -0.5372 2.2715
O -1.9698 -1.1781 3.1710
C -1.2556 -0.7378 -0.5476
O -1.2409 -1.4981 -1.3947
C 0.3509 1.5725 1.5181
C 0.8286 0.3721 0.8547
C 1.0993 -0.8312 1.6680
C 1.6153 -1.9811 1.1028
C 1.5281 -3.2484 1.7562
C 1.9053 -4.3878 1.1003
C 2.4109 -4.3177 -0.1895
C 2.5150 -3.1032 -0.8464
C 2.1248 -1.9552 -0.2258
Co 1.2410 2.1036 -0.2406
C 0.1404 3.4950 -0.6978
O -0.5484 4.3536 -0.9875
C 1.4248 1.0691 -1.7000
O 1.5575 0.3677 -2.5854
C 2.8841 2.5267 0.3407
O 3.9319 2.7620 0.7224
H 1.0266 1.8911 2.3152
H 0.7905 -0.8426 2.6999
H 1.0512 -3.3203 2.7217
H 1.7465 -5.3502 1.5637
H 2.6679 -5.2240 -0.7051
H 2.8265 -3.0588 -1.8776
H 2.0924 -1.0372 -0.7877
C 2.4988 0.3019 9.5392
C 2.4274 0.7013 8.2223
C 1.8646 -0.1556 7.2885
C 1.4039 -1.3892 7.6758
C 1.4641 -1.7967 8.9846
C 2.0121 -0.9389 9.9241
S 0.7755 -2.2115 6.1980
O 1.6895 -3.3544 5.9011
O -0.6475 -2.5084 6.5337
N 1.1030 -0.9182 5.2034
C 1.6734 0.0932 5.8497
O 2.0187 1.1472 5.3385
H 2.9449 0.9556 10.2748
H 2.8087 1.6543 7.8961
H 1.0885 -2.7690 9.2708
H 2.0668 -1.2366 10.9615
*
```

Charge distribution, Löwdin scheme, values in e:
1. O 0.1758
2. C -0.0813
3. Co 0.1247
4. C -0.0760
5. O 0.2049
6. C -0.0803
7. O 0.1837
8. C -0.0833
9. C -0.2917
10. C 0.0566
11. C -0.1978
12. C 0.0422
13. C -0.0453
14. C -0.0289
15. C -0.0522
16. C 0.0010
17. Co 0.0986
18. C -0.0856
19. O 0.1671
20. C -0.1293
21. O 0.1559
22. C -0.0810
23. O 0.1851
24. H 0.0878
25. H 0.0915
26. H 0.1265
27. H 0.1191
28. H 0.1131
29. H 0.1156
30. H 0.0723
31. C -0.0821
32. C -0.0088
33. C -0.1567
34. C -0.2184
35. C -0.0472
36. C -0.0799
37. S 0.7015
38. O -0.3785
39. O -0.3667
40. N -0.0814
41. C -0.6112
42. O 0.0077
43. H 0.1000
44. H 0.1146
45. H 0.1176
46. H 0.1007


[2]
Here is a gas-phase ion, C2H6N3 (charge +1) in a non-equilibrium geometry from the Open Molecules 2025 dataset. Energies are from ωB97M-V/def2-TZVPD.

ORCA input file:
```
! RIJCOSX wB97M-V def2-TZVPD def2/J DEFGRID3
* xyz 1 1
C -0.1211 1.3816 -1.8258
C 0.2809 -0.3187 -0.2221
N 0.4797 0.8238 -0.7898
N 0.0559 -0.5108 1.0143
N 0.3752 -1.7138 1.6087
H 0.6155 1.9774 -2.3550
H -0.9376 1.0794 -2.3797
H 1.2646 1.3009 -0.4715
H -0.2120 0.1829 1.7326
H 0.6614 -2.4746 1.0015
H -0.2213 -1.8908 2.4065
*
```

Charge distribution, Löwdin scheme, values in e:
1. C 0.1772
2. C -0.0672
3. N 0.0181
4. N -0.0196
5. N 0.0916
6. H 0.1156
7. H 0.0900
8. H 0.1575
9. H 0.1962
10. H 0.1238
11. H 0.1168


Respective energy above the lowest of the compared OMol25 structures with the same formula, charge and spin values: 16.4 111.6 kcal per mole.